The following is a quantum chemistry calculation of a structure of composition C52H104O62S19 at a distorted geometry, from OMol25.

CARTESIAN COORDINATES (ANGSTROEM)
1 C -2.270 4.534 -6.582
2 C -1.069 4.361 -7.472
3 O -0.867 3.019 -7.498
4 S -1.375 2.259 -6.172
5 O -0.273 1.967 -5.357
6 O -2.351 1.277 -6.488
7 O -2.026 3.508 -5.572
8 H -3.202 4.338 -7.069
9 H -2.202 5.439 -6.002
10 H -0.153 4.908 -7.262
11 H -1.294 4.592 -8.508
12 C -6.800 0.406 4.140
13 C -5.385 0.599 4.827
14 O -5.144 2.004 4.901
15 S -6.246 2.811 4.033
16 O -5.728 2.796 2.698
17 O -6.699 4.023 4.637
18 O -7.311 1.740 4.177
19 H -7.374 -0.304 4.754
20 H -6.736 -0.095 3.078
21 H -4.592 0.157 4.223
22 H -5.398 0.174 5.848
23 C -2.896 -2.724 6.672
24 C -1.448 -2.441 7.102
25 O -1.431 -1.043 7.461
26 S -2.834 -0.423 7.675
27 O -2.802 0.889 7.184
28 O -3.314 -0.572 8.973
29 O -3.596 -1.418 6.740
30 H -3.472 -3.342 7.329
31 H -2.868 -3.083 5.652
32 H -0.689 -2.547 6.309
33 H -1.197 -3.031 8.005
34 C 3.566 -2.949 4.639
35 C 3.428 -2.698 3.127
36 O 2.471 -1.651 3.053
37 S 1.523 -1.590 4.334
38 O 0.216 -1.990 4.085
39 O 1.764 -0.315 4.957
40 O 2.254 -2.776 5.082
41 H 4.229 -2.231 5.020
42 H 3.888 -3.949 4.908
43 H 3.033 -3.553 2.608
44 H 4.359 -2.238 2.655
45 C -3.010 -0.277 -3.926
46 C -1.652 -1.099 -4.052
47 O -1.782 -1.998 -2.888
48 S -3.256 -2.529 -2.683
49 O -3.541 -2.352 -1.323
50 O -3.463 -3.802 -3.311
51 O -3.894 -1.405 -3.562
52 H -3.203 0.038 -4.956
53 H -3.021 0.512 -3.148
54 H -0.755 -0.489 -3.766
55 H -1.615 -1.663 -4.989
56 C -1.407 2.907 5.505
57 C -0.818 1.876 4.520
58 O 0.002 2.590 3.638
59 S -0.118 4.152 3.694
60 O -0.597 4.636 2.476
61 O 1.034 4.729 4.233
62 O -1.316 4.168 4.756
63 H -0.756 2.989 6.402
64 H -2.407 2.794 5.833
65 H -1.689 1.487 4.025
66 H -0.287 1.052 5.012
67 C -1.169 -6.253 -3.356
68 C -2.169 -7.206 -2.751
69 O -2.132 -6.947 -1.331
70 S -0.691 -6.513 -0.983
71 O 0.170 -7.626 -1.026
72 O -0.757 -5.688 0.167
73 O -0.461 -5.683 -2.259
74 H -1.664 -5.457 -3.908
75 H -0.468 -6.851 -3.977
76 H -1.882 -8.249 -2.897
77 H -3.216 -7.035 -3.059
78 C 3.491 -3.154 -2.711
79 C 3.190 -2.365 -3.959
80 O 2.911 -3.366 -5.025
81 S 2.272 -4.676 -4.429
82 O 2.772 -5.804 -5.098
83 O 0.851 -4.496 -4.315
84 O 2.827 -4.498 -2.938
85 H 2.939 -2.718 -1.874
86 H 4.536 -3.247 -2.533
87 H 3.909 -1.688 -4.338
88 H 2.214 -1.835 -3.835
89 C -0.569 -5.373 3.239
90 C -0.679 -6.886 2.906
91 O -1.101 -7.407 4.243
92 S -2.198 -6.440 4.885
93 O -1.937 -6.233 6.240
94 O -3.468 -6.858 4.436
95 O -1.744 -5.148 4.087
96 H -0.623 -4.739 2.407
97 H 0.385 -5.186 3.716
98 H 0.378 -7.234 2.636
99 H -1.435 -7.032 2.125
100 C -4.441 -4.663 1.212
101 C -5.953 -4.685 1.307
102 O -6.256 -4.011 2.543
103 S -5.240 -2.791 2.616
104 O -5.062 -2.467 3.998
105 O -5.688 -1.843 1.696
106 O -4.031 -3.530 1.991
107 H -4.173 -4.457 0.177
108 H -4.023 -5.522 1.723
109 H -6.384 -5.760 1.315
110 H -6.392 -4.150 0.499
111 C 7.366 0.160 -0.036
112 C 7.816 -0.922 1.099
113 O 6.596 -1.746 1.251
114 S 5.815 -1.771 -0.095
115 O 4.456 -1.994 0.216
116 O 6.466 -2.604 -1.035
117 O 6.070 -0.262 -0.390
118 H 8.096 0.170 -0.846
119 H 7.169 1.102 0.449
120 H 8.058 -0.600 2.113
121 H 8.539 -1.641 0.694
122 C -6.535 3.878 -0.895
123 C -5.272 3.875 -0.031
124 O -4.187 3.441 -0.785
125 S -4.732 2.339 -1.881
126 O -4.595 1.028 -1.338
127 O -4.191 2.687 -3.171
128 O -6.217 2.770 -1.770
129 H -6.626 4.770 -1.548
130 H -7.456 3.743 -0.323
131 H -5.410 3.149 0.732
132 H -5.067 4.908 0.347
133 C -0.559 6.171 -0.770
134 C -1.169 4.772 -0.944
135 C -1.304 4.374 -2.498
136 S -0.415 5.655 -3.357
137 O -1.405 6.598 -3.907
138 O 0.522 5.056 -4.250
139 C 0.415 6.321 -1.899
140 H 0.018 6.252 0.131
141 H -1.381 6.941 -0.778
142 H -2.120 4.606 -0.483
143 H -0.480 4.094 -0.485
144 H -2.307 4.501 -2.917
145 H -0.668 3.540 -2.857
146 H 0.879 7.300 -2.139
147 H 1.233 5.534 -1.845
148 C 3.338 3.182 -4.444
149 C 3.406 3.598 -2.995
150 C 4.462 2.612 -2.401
151 S 4.266 1.073 -3.214
152 O 3.566 0.101 -2.422
153 O 5.542 0.708 -3.720
154 C 3.168 1.663 -4.548
155 H 4.235 3.510 -4.933
156 H 2.497 3.594 -4.971
157 H 2.391 3.509 -2.528
158 H 3.655 4.652 -2.839
159 H 4.388 2.475 -1.312
160 H 5.432 3.028 -2.644
161 H 2.110 1.434 -4.336
162 H 3.541 1.183 -5.454
163 C 2.660 6.375 1.271
164 C 3.301 5.266 0.448
165 C 4.809 5.488 0.336
166 S 5.212 6.529 1.751
167 O 5.426 7.882 1.228
168 O 6.193 5.877 2.616
169 C 3.588 6.475 2.534
170 H 1.642 6.166 1.614
171 H 2.621 7.379 0.748
172 H 2.773 5.263 -0.507
173 H 3.119 4.235 0.819
174 H 5.193 6.147 -0.436
175 H 5.335 4.569 0.427
176 H 3.310 7.249 3.226
177 H 3.606 5.476 2.965
178 C -1.189 -0.399 0.171
179 C -0.196 -1.574 -0.134
180 C 1.090 -0.977 -0.755
181 S 0.951 0.922 -0.385
182 O 0.534 1.569 -1.626
183 O 2.180 1.466 0.236
184 C -0.408 0.792 0.734
185 H -1.784 -0.815 0.978
186 H -1.789 -0.143 -0.701
187 H -0.564 -2.390 -0.789
188 H -0.023 -2.163 0.784
189 H 1.241 -0.874 -1.823
190 H 1.979 -1.284 -0.205
191 H -0.873 1.837 0.783
192 H -0.031 0.592 1.768
193 C -6.706 0.529 -6.567
194 C -6.433 1.435 -5.336
195 C -5.543 2.593 -5.754
196 S -6.030 3.026 -7.448
197 O -4.905 2.943 -8.381
198 O -6.837 4.233 -7.397
199 C -6.948 1.440 -7.805
200 H -7.541 -0.142 -6.434
201 H -5.808 -0.009 -6.860
202 H -5.914 0.821 -4.641
203 H -7.394 1.881 -5.000
204 H -4.546 2.295 -5.755
205 H -5.701 3.516 -5.182
206 H -6.509 1.058 -8.713
207 H -7.988 1.766 -7.987
208 C 5.280 -5.819 -0.245
209 C 5.447 -7.359 0.154
210 C 5.247 -7.483 1.639
211 S 4.314 -5.946 2.166
212 O 5.195 -5.103 2.935
213 O 2.984 -6.263 2.665
214 C 4.042 -5.274 0.548
215 H 5.151 -5.604 -1.306
216 H 6.207 -5.344 0.011
217 H 6.358 -7.743 -0.273
218 H 4.779 -7.956 -0.470
219 H 6.200 -7.522 2.175
220 H 4.668 -8.393 1.944
221 H 4.030 -4.202 0.536
222 H 3.112 -5.865 0.275
223 C 4.192 3.303 4.171
224 C 3.331 2.371 3.313
225 C 4.445 1.677 2.454
226 S 5.730 1.271 3.658
227 O 7.062 1.255 3.126
228 O 5.289 0.157 4.404
229 C 5.385 2.555 4.854
230 H 3.583 3.861 4.929
231 H 4.656 4.088 3.595
232 H 2.646 2.995 2.711
233 H 2.681 1.694 3.849
234 H 4.828 2.481 1.804
235 H 4.165 0.810 1.888
236 H 6.233 3.207 4.989
237 H 5.257 1.931 5.732

Forces on the atoms, in the same order (eV/Å):
1.057 0.401 1.194
-0.432 2.033 -1.635
0.610 -4.159 0.186
0.075 1.356 -1.274
1.309 -1.290 0.890
0.216 -0.328 -0.384
-1.322 1.012 0.730
-0.548 -0.001 -0.332
-0.463 0.513 -0.059
-0.077 0.048 0.837
-0.348 0.481 -0.128
1.705 -1.608 -0.897
-0.404 -0.843 -0.268
-0.469 1.201 0.282
2.132 0.386 0.119
-0.329 0.467 0.142
0.570 -0.999 -0.302
-2.891 -1.457 -0.089
-0.298 0.876 -0.152
-0.078 1.618 1.817
-0.093 -0.119 0.205
0.170 0.403 -0.610
-0.019 1.113 -0.364
0.217 -0.074 0.963
1.252 -0.183 0.066
0.094 -0.608 -0.506
-0.025 1.458 -1.419
-0.582 -0.760 2.407
0.149 -0.625 -1.145
0.094 -0.686 0.279
-0.635 0.084 -0.177
-0.583 -0.162 0.372
0.090 0.267 -0.606
0.610 -0.929 -1.807
1.977 0.603 -0.083
-1.427 0.821 -0.013
3.812 1.461 0.542
-2.555 -0.724 -0.661
-0.426 -0.908 -0.271
-1.708 0.292 1.184
0.806 1.152 0.926
-0.062 -0.054 -0.189
0.020 -0.331 -0.303
-1.167 -1.141 0.685
1.720 -1.928 -0.265
-0.557 1.202 2.211
0.781 -0.393 -0.688
1.314 0.477 -1.772
-0.653 -0.274 1.598
-0.065 0.571 0.312
-1.209 0.994 -0.717
-0.766 0.172 0.615
0.003 -0.681 -0.629
-0.752 -0.548 -0.878
0.241 0.144 0.264
2.649 0.983 0.359
-1.741 -0.360 1.549
1.182 -0.382 -0.807
-2.288 -1.034 1.953
-0.655 0.647 -2.039
1.872 0.568 0.807
0.253 -0.189 -0.203
-0.389 0.108 -0.477
-0.938 -0.336 -0.142
-0.118 -0.467 -0.903
0.135 0.460 -0.202
0.486 -0.482 -1.274
-1.342 -0.781 0.423
-1.354 -0.405 0.032
0.052 0.288 0.577
0.861 -1.064 0.357
0.223 0.329 0.185
0.424 1.355 -0.372
0.372 0.047 0.031
-0.333 0.810 0.191
-0.147 0.083 -0.095
0.656 -0.080 0.063
-1.734 -0.827 -0.239
-3.021 -0.633 -0.871
0.923 0.377 0.308
-1.500 1.929 1.353
0.606 -0.765 -0.212
0.570 -0.148 -0.496
1.317 0.778 -0.066
0.526 -0.147 -0.012
0.689 -0.563 0.285
0.920 0.306 -0.178
0.836 -0.170 -0.057
-0.433 -1.841 0.692
1.257 1.213 0.772
0.403 -0.029 -0.933
1.354 -0.294 -2.466
0.235 0.026 1.892
-0.981 0.063 -0.131
0.456 0.701 -0.344
-0.494 0.777 -1.198
-0.121 0.141 0.801
-1.832 -0.086 0.510
0.226 -0.482 0.452
-0.315 0.020 -0.079
-0.908 -2.150 0.442
0.044 -0.511 0.102
-0.784 -1.395 1.762
0.346 -0.016 -0.779
-0.572 2.226 -1.182
1.162 0.175 0.476
0.541 -0.482 0.117
0.392 -0.206 -0.434
0.731 1.890 0.273
-0.486 0.511 -0.644
0.886 -0.954 2.469
-0.817 -0.821 -1.174
0.683 0.085 0.741
0.462 0.177 0.894
-0.854 0.091 -0.174
0.305 -0.328 -0.669
-1.019 0.308 -1.534
-0.406 0.091 -0.106
0.585 0.503 -0.075
-0.060 0.415 -0.522
0.193 0.567 0.136
1.392 0.739 -0.811
-1.139 1.823 1.192
0.616 -0.922 -2.418
0.980 1.304 0.831
0.240 0.243 -0.545
-0.364 -0.546 1.199
-1.797 -0.506 -0.688
0.026 -0.409 0.415
0.271 -0.473 -0.253
-0.176 -0.062 0.978
0.004 -1.060 -0.044
-1.332 0.663 -0.557
0.169 -0.722 -1.538
1.164 1.169 0.752
-2.287 1.620 0.392
1.155 -0.599 0.511
1.183 -0.238 -0.988
1.348 -0.517 -1.507
-0.199 -0.017 0.750
1.032 -0.479 -0.081
-0.436 0.269 0.386
0.406 -0.730 0.177
0.148 -0.759 0.264
-1.150 -0.309 0.707
-0.460 -0.506 0.293
-0.706 1.001 0.327
-0.435 -0.106 -0.964
-0.972 -0.767 0.990
-0.851 1.814 1.283
-1.551 0.201 -0.463
-0.383 -0.419 0.609
1.410 -0.549 -0.862
0.423 0.150 1.032
0.584 0.081 -0.450
-0.304 0.600 -0.106
0.795 -0.421 -0.186
0.401 -0.227 -0.236
-0.095 -0.122 -0.347
0.371 -0.315 -0.107
0.545 -0.322 0.038
-0.205 0.229 -0.054
0.405 1.044 1.262
-0.969 -0.365 -1.134
-0.521 0.965 0.662
0.333 1.257 1.108
0.073 -1.353 0.515
-0.548 0.547 -0.741
-0.380 -0.927 -1.879
0.160 -0.255 -0.182
0.249 -1.182 0.355
0.492 -0.091 -0.313
-0.017 0.704 0.317
-0.272 -0.351 -0.619
0.718 -0.618 -0.101
0.463 0.353 0.255
-0.361 0.272 0.479
0.017 -0.997 0.466
0.347 -0.224 -0.829
-0.212 2.000 1.709
2.636 -0.788 -0.380
-0.292 -0.231 0.542
-1.613 -0.566 -0.395
-0.256 1.131 0.814
-0.743 0.343 -0.171
-0.066 0.027 0.159
-0.370 0.958 0.045
0.509 0.768 -0.041
-0.197 -0.705 -0.173
0.201 0.021 -0.391
0.187 -1.570 -0.307
0.001 0.006 -0.914
0.308 1.485 -1.234
-1.150 0.457 -1.236
-1.628 0.895 -0.400
0.386 -1.255 -0.860
-0.280 0.681 0.871
0.200 -0.827 -0.094
-0.794 1.347 0.909
-0.069 -0.268 0.208
0.081 -0.427 0.504
0.002 -0.223 1.203
0.555 -0.714 0.290
1.842 -0.256 -0.136
0.197 -0.421 -0.025
0.067 -0.013 -0.224
0.339 -0.418 0.223
-0.803 -1.083 0.261
-0.775 1.238 -2.162
-0.543 -0.621 0.789
-0.408 -0.573 -0.328
0.094 -0.079 0.225
0.598 -0.132 0.457
1.019 -2.404 -0.789
-0.111 -0.516 -0.035
0.294 0.696 0.520
0.969 0.145 0.628
-0.823 0.144 0.546
-0.250 0.389 0.077
0.281 0.994 -0.246
-0.560 0.435 0.173
0.886 1.286 -0.229
-0.656 0.366 2.576
0.986 0.376 -0.731
-0.390 1.257 0.371
-0.395 1.636 0.066
0.417 0.230 -0.704
-0.795 -3.116 0.536
-0.169 0.581 -1.298
0.409 -0.613 -0.499
0.192 -0.014 -0.517
0.479 -0.402 -0.126
0.284 -0.332 0.366
0.157 -0.520 -0.022
-0.130 -0.473 -0.242
0.255 0.253 -0.049
-0.611 0.420 0.233

Net charge: 0
E_tot (eV): -388410.755
HOMO level (eV): -10.33
Largest force on an atom (eV/Å): 4.2

Results of the Löwdin charge analysis, in e, for atoms 1 through 99: -0.08 -0.20 -0.16 0.56 -0.20 -0.22 -0.21 0.11 0.12 0.14 0.14 -0.12 -0.16 -0.20 0.60 -0.24 -0.20 -0.19 0.13 0.14 0.12 0.12 -0.08 -0.11 -0.19 0.50 -0.21 -0.19 -0.21 0.13 0.11 0.11 0.14 -0.15 -0.16 -0.19 0.57 -0.21 -0.23 -0.17 0.11 0.13 0.09 0.14 -0.09 -0.07 -0.24 0.54 -0.21 -0.23 -0.21 0.10 0.11 0.14 0.14 -0.11 -0.16 -0.20 0.53 -0.21 -0.20 -0.18 0.14 0.09 0.13 0.12 -0.17 -0.14 -0.18 0.51 -0.20 -0.22 -0.19 0.12 0.15 0.13 0.15 -0.09 -0.12 -0.19 0.58 -0.20 -0.24 -0.21 0.11 0.10 0.11 0.13 -0.13 -0.10 -0.20 0.54 -0.21 -0.22 -0.21 0.09 0.12 0.15 0.11